Record 1
Molecular formula: C5H8N2
Method: DFT, ωB97M-V with the def2-TZVPD basis set

Structure (XYZ):
```
15
Properties=species:S:1:pos:R:3
H 0.03 -2.00 0.08
C 0.76 0.42 1.31
N 0.22 -1.61 -0.85
H 2.00 1.91 0.03
H -0.32 -0.16 -2.00
H 0.11 2.04 -1.52
H -2.13 0.89 -0.17
H -1.26 -0.26 1.69
H 1.11 -1.19 -0.79
C -0.54 0.20 1.13
C -1.05 0.69 -0.09
N -0.75 -0.80 -1.26
C 1.19 1.34 0.21
C 0.08 1.50 -0.60
H 1.49 0.06 2.12
```

Summary:
- Net charge: 0
- Relative energy (zero: lowest compared OMol25 entry of this formula, charge and spin): 4.1458 eV
- Gap between HOMO and LUMO (alpha / beta): 8.52 / 8.52 eV
- Highest occupied orbital energy (alpha / beta): -8.2 / -8.2 eV

---

Record 2
Molecular formula: C20H32NO10P
Method: DFT, ωB97M-V with the def2-TZVPD basis set

Structure (XYZ):
```
64
Properties=species:S:1:pos:R:3
C 5.93 -1.74 -4.02
H 2.09 2.09 1.77
C 5.15 -0.89 -2.03
O -8.05 0.07 -1.30
H 2.35 3.70 2.47
O -1.73 1.32 -0.70
O 6.47 -1.76 -5.08
H -5.30 1.48 0.84
H 5.95 -0.90 -1.29
H -10.31 -1.76 -2.86
H 6.26 -3.43 -2.76
H 4.41 -2.81 -1.26
H -8.62 0.35 -3.27
C -4.00 2.21 -0.72
H -8.77 -3.02 -0.93
C 4.50 -2.26 -2.20
N 4.45 2.07 0.50
H -8.59 -2.04 -3.08
O 5.73 -0.59 -3.32
H -5.37 -0.72 -0.07
H 4.03 4.55 0.75
H -9.91 0.52 -2.07
C -0.43 2.79 1.78
H 4.83 -1.30 4.82
H 6.02 -0.17 2.58
C 0.69 3.60 1.13
H -6.17 1.82 -0.65
C 5.41 -2.92 -3.23
C 5.51 -1.12 2.75
H 4.46 -0.98 2.50
P 3.31 3.44 0.24
H 5.66 -2.33 0.94
H -0.60 3.19 2.78
C -9.33 -1.55 -2.45
H 6.60 -1.43 4.62
C 5.63 -1.66 4.17
C -4.92 0.03 -0.71
O 5.84 2.29 2.42
C 6.09 -2.27 1.93
H -10.06 -1.90 -0.42
H -4.09 2.56 -1.75
H 7.18 -2.21 1.85
H -1.35 2.87 1.21
C 5.19 2.33 1.45
C 5.53 -3.16 3.97
C -2.92 1.15 -0.67
H 3.50 -2.14 -2.61
H 0.56 4.63 1.44
C -8.12 -1.01 -0.48
H 4.44 -0.12 -1.77
C -9.03 -0.06 -2.35
O -7.48 -1.13 0.52
H -3.74 3.04 -0.07
C -9.14 -2.00 -1.00
O 5.31 -3.99 4.79
H 4.88 -3.61 -3.88
C 2.07 3.15 1.58
O 5.76 -3.46 2.66
H 0.57 3.60 0.06
O -0.14 1.42 1.95
H -5.21 -0.16 -1.74
O -3.48 -0.08 -0.62
H -0.26 0.98 1.11
C -5.23 1.44 -0.25
```

Summary:
- SMILES: O=C=NPCCCO.O=C1CCCO1.O=C1CCCO1.O=C1CCCO1.O=C1CCCO1
- Net charge: 0
- Relative energy (zero: lowest compared OMol25 entry of this formula, charge and spin): 0.3604 eV
- Gap between HOMO and LUMO: 9.59 eV
- Highest occupied orbital energy: -9.2 eV

---

Record 3
Molecular formula: C28H74Cl10O24P6
Method: DFT, ωB97M-V with the def2-TZVPD basis set

Structure (XYZ):
```
142
Properties=species:S:1:pos:R:3
Cl -2.12 2.53 1.68
H 5.99 1.77 1.95
C 4.95 -1.79 2.86
H 0.75 2.12 -8.95
P 1.51 -1.81 5.09
H -1.94 -3.00 -4.08
C -1.90 4.96 2.93
H -7.82 1.89 1.01
O -2.27 -5.28 -0.28
H -3.95 -6.45 2.26
C -8.23 0.24 4.09
H -0.86 2.29 -8.58
C -1.23 0.19 -0.96
H 3.86 -4.12 6.19
O -5.72 1.65 2.76
H 0.94 -6.68 -0.23
O -0.80 -0.32 -7.03
H 2.40 -3.31 0.01
C 1.69 -0.09 -4.97
O -4.93 -0.86 2.38
O 0.44 2.04 -6.97
H -4.08 -4.53 -1.07
C 0.22 -0.70 3.00
H -2.27 5.50 2.07
C 0.30 -4.11 4.49
O -7.04 -0.46 3.66
H -0.97 -0.52 -0.18
C 4.22 2.39 -1.93
C 6.50 2.71 1.70
O 0.41 0.56 -4.93
H 3.56 -1.00 -2.31
C -0.04 0.81 -1.57
H -0.29 1.53 -2.36
H -3.57 3.53 3.13
H 6.52 5.68 -1.65
H 0.44 0.32 2.70
H -2.38 -7.06 1.72
C -0.01 -3.90 -3.86
C -3.87 -0.71 1.54
H 2.01 4.75 0.85
Cl 4.82 1.47 -3.34
H -0.36 -4.76 -3.29
H -4.39 1.88 -0.37
Cl -2.08 -0.64 -2.25
Cl -1.78 -4.51 -5.87
H 1.28 -4.30 4.06
H -4.50 4.54 -0.29
C -5.34 3.85 -0.26
H -9.16 -0.22 3.75
H 0.15 3.69 -8.25
H 2.43 0.09 -4.19
H 2.20 0.07 -5.92
Cl 0.91 1.61 -0.31
H -8.95 0.51 1.04
H 7.44 2.71 2.25
H 4.95 -1.82 -2.98
O 0.31 -2.92 5.27
Cl 0.46 -2.70 -2.70
O 5.07 -2.25 1.52
H -1.78 3.74 -5.27
H -8.28 0.05 5.17
H -0.05 -1.25 2.10
H -0.78 -2.44 -5.35
C 3.57 3.70 -2.41
O -1.64 1.73 -5.59
H 0.79 -4.92 -0.45
H -1.90 0.93 -0.52
H -2.64 -6.76 3.40
C -2.87 -6.37 2.41
H 1.81 -5.65 0.84
Cl 2.11 3.49 -3.41
H 1.74 -2.98 1.58
H 4.57 -2.67 3.38
O 5.13 6.34 2.24
H -5.95 1.97 -1.14
H -2.76 -4.82 -2.13
O 6.55 5.28 0.25
O 5.69 3.73 2.26
Cl -0.13 5.05 2.80
H 0.64 0.08 -2.02
O -1.21 -3.23 0.97
P -0.42 0.90 -6.25
H 3.51 -2.73 7.15
C 6.54 6.27 -0.74
H -7.87 0.83 -0.38
O 2.91 -2.70 5.17
H -0.29 3.04 -4.68
H 6.61 2.72 0.62
H 0.07 -4.97 5.12
H 3.57 1.80 -1.28
C 1.91 -2.53 0.60
H -2.17 5.53 3.82
C -3.00 -4.49 -1.12
P -6.15 0.21 2.47
P -1.47 -4.67 0.98
Cl -4.30 2.80 -2.51
P 4.42 -1.37 0.29
O 1.39 -1.37 3.53
C 0.88 -5.72 0.28
O 1.44 -0.64 6.04
H -2.15 2.96 3.98
C -1.11 -3.28 -4.74
H -0.57 -0.64 3.75
H 2.84 3.20 1.05
C -1.35 2.84 -4.82
H 3.45 4.46 -1.64
C -7.97 0.85 0.71
C 0.11 2.60 -8.21
O -0.19 -5.67 1.20
H 4.22 4.37 -2.97
O -7.02 -0.03 1.13
H -2.75 -3.43 -1.04
O 5.05 -0.01 0.15
H -4.06 0.14 0.89
O -2.43 -5.05 2.20
H 1.01 -2.30 0.02
H 0.82 -4.15 -4.52
P 5.34 5.14 1.39
H -8.19 1.32 3.95
H 5.87 -1.39 3.28
C -2.48 3.52 3.11
O 2.82 -1.35 0.72
H 7.38 6.96 -0.74
C 4.14 -1.92 -2.26
H -0.39 -4.00 3.65
H -5.60 3.77 0.80
H 5.64 6.89 -0.77
C 3.09 -3.38 6.38
H 4.15 -1.05 2.94
C -5.03 2.53 -0.96
H 5.04 2.52 -1.22
H -3.78 -1.68 1.05
H 3.03 4.30 2.25
Cl -6.77 4.52 -1.10
C 2.94 4.28 1.16
H -1.79 2.73 -3.83
O 4.12 4.75 0.46
H 1.42 -1.14 -4.98
H 3.36 -2.63 -2.52
O 4.50 -2.35 -0.97
H -2.93 -0.43 2.01
H 2.16 -3.78 6.78
```

Summary:
- Spin multiplicity: 2
- Net charge: +1
- Gap between HOMO and LUMO (alpha / beta): 9.54 / 2.03 eV
- Highest occupied orbital energy (alpha / beta): -11.8 / -11.8 eV

---

Record 4
Molecular formula: C19H37ClF4O3Sb
Method: DFT, ωB97M-V with the def2-TZVPD basis set

Structure (XYZ):
```
65
Properties=species:S:1:pos:R:3
H -3.59 -1.82 0.21
C -3.76 0.25 0.72
C 2.01 -2.62 -0.27
C 7.17 0.26 -0.15
C -0.17 1.72 1.25
H 5.56 1.88 -2.02
H -6.17 1.75 -3.17
F -0.24 1.16 -1.72
C 1.45 -1.33 -0.83
H 7.28 -0.70 0.37
H 3.13 2.14 0.20
C -2.48 1.72 2.34
H 0.66 -0.15 1.79
H 0.06 -3.47 0.01
C 3.40 -0.94 2.55
O 7.70 1.26 0.27
H 5.17 1.61 -0.35
C -0.99 1.92 2.56
H -5.86 0.91 -1.02
H 0.40 -1.25 -0.55
Sb 2.44 0.57 -0.22
H 4.60 0.38 1.46
C 1.02 -3.79 -0.41
H -5.49 0.56 -4.28
H 4.16 -1.61 2.97
H -7.26 0.80 -4.17
C -4.38 -1.12 0.47
H -6.45 -1.23 -0.13
C 5.29 1.11 -1.31
H -4.83 -1.45 1.41
H -4.56 0.96 0.94
H 2.47 -1.50 2.52
H 4.28 -0.65 -1.94
F 4.71 -1.41 0.60
H 2.92 -2.89 -0.80
H 1.34 -4.65 0.16
H 0.85 -4.05 -1.45
H 3.32 -0.12 3.26
F 1.48 1.69 -2.96
H -3.18 0.59 -0.14
C 3.90 -0.42 1.22
C -5.48 -1.17 -0.63
C 1.05 0.82 1.49
H -0.86 1.28 0.54
H 0.13 2.72 0.94
H -1.90 -0.27 1.68
C 1.04 1.68 -1.64
H -3.03 1.93 3.26
C -5.51 0.02 -1.56
C 4.02 0.39 -1.76
F 0.89 3.02 -1.33
H -2.87 2.42 1.60
C -6.33 0.76 -3.61
H 3.74 0.81 -2.72
H -5.34 -2.07 -1.22
H -0.80 2.92 2.96
O -6.42 -0.23 -2.62
Cl 1.39 -1.51 -2.64
O 6.41 0.18 -1.25
C -2.82 0.27 1.92
H -4.53 0.25 -1.98
H -0.66 1.21 3.33
H 2.26 -2.55 0.78
H 1.61 1.28 2.30
H -3.33 -0.22 2.75
```

Summary:
- Net charge: -1
- Gap between HOMO and LUMO: 7.22 eV
- Highest occupied orbital energy: -4.5 eV

---

no.,E (eV)
1,-8290.850
2,-52513.311
3,-260335.796
4,-56373.185